Formula: C19H65F9O18S
Source: the OMol25 dataset
Level of theory: ωB97M-V/def2-TZVPD

```
112
Properties=species:S:1:pos:R:3:forces:R:3:lowdin_charge:R:1
C -0.101592 0.546346 7.689263 0.1 -0.4 -0.5 -0.11
O -1.469865 0.863252 7.810412 0.1 0.8 0.5 -0.21
C -1.894615 1.727045 6.743376 -0.2 -1.1 0.0 -0.21
C -2.584952 0.867803 5.666242 0.4 1.2 -0.3 -0.15
C -1.886853 0.929983 4.303462 0.1 -0.6 0.2 -0.20
C -1.902437 -0.402661 3.553995 -0.2 0.6 -0.1 -0.21
C -1.569127 -0.177444 2.085507 0.4 -0.2 0.3 -0.19
C -1.505740 -1.426444 1.193702 -0.2 0.4 0.2 -0.19
C -1.149994 -2.720319 1.900549 0.0 0.0 -0.3 -0.21
C 0.248442 -2.716780 2.488748 0.0 -0.2 -0.1 -0.16
C 1.332691 -2.684167 1.407805 -0.4 0.0 0.7 -0.17
O 1.794471 -1.352336 1.256766 0.0 -0.3 -0.8 -0.13
C 3.153100 -1.127689 1.507037 0.3 0.6 0.8 -0.31
C 3.703603 -0.006728 0.608637 -0.2 -0.2 -0.6 -0.11
C 2.880358 0.264286 -0.657186 -0.3 -0.5 0.7 -0.18
C 1.771689 1.271302 -0.396216 0.5 0.3 -0.1 -0.16
C 1.237817 2.016725 -1.610381 -0.6 -0.2 0.0 -0.05
C 0.393968 1.192604 -2.609771 0.9 0.3 0.9 -0.43
F -0.748845 1.881740 -2.906580 0.1 -0.1 -0.1 0.09
F 0.044179 -0.001206 -2.087759 -0.1 0.2 -0.1 0.13
C 1.167613 0.992367 -3.936921 -0.3 0.3 -0.7 -0.40
F 1.138063 2.173714 -4.594993 0.1 -0.3 0.2 0.11
F 2.453158 0.688462 -3.732784 -0.4 -0.3 0.2 0.13
S 0.436345 -0.334431 -5.115376 0.5 0.5 -0.7 0.77
F 1.828737 -0.517533 -5.831952 0.3 0.0 0.0 -0.11
F 0.793260 -1.480604 -4.117990 0.0 -0.1 0.5 -0.09
F -0.997006 -0.142877 -4.502315 -0.3 -0.1 0.3 -0.12
F 0.073386 0.761028 -6.224326 -0.2 0.3 0.0 -0.15
F -0.174953 -1.415814 -6.095627 -0.1 -0.3 -0.1 -0.12
C 3.344542 -0.786792 3.002062 0.3 0.4 -0.4 -0.16
O 2.252665 -0.075815 3.528578 -0.1 -0.3 0.2 -0.17
C 2.463983 1.293937 3.753380 -0.7 0.1 0.3 -0.11
H 0.087452 -0.006482 6.766117 0.0 -0.1 -0.2 0.09
H 0.203295 -0.089065 8.510086 0.0 0.0 0.3 0.07
H 0.533850 1.429779 7.661461 0.0 0.3 0.2 0.09
H -2.580954 2.471070 7.131363 0.0 0.1 0.3 0.11
H -1.016198 2.232804 6.352164 0.1 0.3 -0.2 0.11
H -3.584963 1.268898 5.547914 -0.4 -0.4 0.0 0.11
H -2.626669 -0.145825 6.043070 -0.1 -0.2 0.0 0.12
H -0.839080 1.170546 4.471644 0.2 0.2 -0.1 0.09
H -2.305525 1.709158 3.674357 -0.1 0.2 0.0 0.11
H -1.152227 -1.022708 4.026842 0.0 -0.4 0.1 0.10
H -2.875712 -0.874677 3.659018 -0.2 -0.2 0.0 0.12
H -0.605540 0.333851 2.055712 0.2 0.1 0.0 0.10
H -2.304087 0.528651 1.709510 -0.1 0.1 -0.3 0.11
H -0.773861 -1.238371 0.412378 0.2 0.0 -0.3 0.09
H -2.461393 -1.541391 0.703799 -0.3 -0.2 -0.1 0.08
H -1.193581 -3.513963 1.156558 -0.1 -0.2 -0.1 0.11
H -1.909101 -2.983200 2.628683 -0.1 0.1 0.3 0.11
H 0.436520 -1.837035 3.091881 0.0 0.1 0.3 0.09
H 0.364230 -3.584481 3.133031 0.1 -0.2 0.1 0.11
H 2.134182 -3.360748 1.696397 0.3 0.0 -0.1 0.12
H 0.918649 -3.028049 0.461945 0.0 0.0 -0.3 0.12
H 3.759320 -2.018928 1.342537 -0.2 -0.3 -0.3 0.14
H 4.684154 -0.321011 0.267151 0.3 0.0 0.1 0.12
H 3.853116 0.924484 1.148368 0.0 0.1 0.2 0.09
H 3.572904 0.584783 -1.420414 0.0 0.2 -0.2 0.07
H 2.428615 -0.677421 -0.952770 0.0 -0.2 -0.4 0.12
H 2.199836 2.047164 0.236434 0.0 0.2 0.1 0.12
H 0.964457 0.842868 0.182737 -0.2 -0.3 0.1 0.11
H 2.040168 2.543654 -2.115462 0.2 0.0 -0.2 0.12
H 0.560001 2.782014 -1.249776 -0.2 0.2 0.0 0.13
H 3.520840 -1.689452 3.582632 -0.3 -0.2 0.2 0.13
H 4.241902 -0.172877 3.078412 0.3 0.0 0.1 0.12
H 2.467010 1.878486 2.838864 0.2 0.0 -0.3 0.07
H 3.359457 1.499412 4.328433 0.3 -0.1 0.0 0.08
H 1.612737 1.631913 4.338658 -0.1 0.1 0.1 0.07
O -2.753969 -2.513513 -4.907288 -0.2 0.0 -0.2 -0.04
H -1.863526 -2.378740 -5.251286 -0.1 -0.1 0.1 0.01
H -3.241204 -1.749590 -5.238286 0.1 0.1 0.1 0.05
O -3.996583 -2.748684 -0.669080 -0.3 0.1 0.0 -0.05
H -3.492712 -2.280677 -1.344646 0.0 0.0 0.0 0.04
H -4.886771 -2.800889 -1.037135 0.1 -0.1 -0.2 0.03
O -3.539522 1.093706 -2.846825 0.0 0.0 -0.2 -0.05
H -2.643966 1.410656 -3.012722 -0.1 0.0 0.1 -0.01
H -4.116548 1.774334 -3.206394 0.0 0.0 0.1 0.04
O -1.405033 3.791137 9.765055 -0.1 0.1 0.0 -0.06
H -1.303212 2.896257 9.427591 0.0 -0.2 -0.1 0.01
H -2.355995 3.936563 9.759180 0.0 0.0 0.0 0.03
O -5.955072 -3.139909 -4.024612 0.1 0.2 0.0 -0.04
H -5.063071 -2.999814 -4.365849 0.0 -0.1 0.1 0.02
H -6.468353 -2.389673 -4.343310 0.0 -0.1 0.1 0.05
O 5.025340 2.049767 -2.342211 0.0 0.1 -0.2 -0.05
H 5.604141 2.465317 -2.990990 0.1 0.0 0.1 0.05
H 4.241140 1.811878 -2.847242 0.1 0.0 0.0 0.00
O -0.546999 -1.630697 10.685770 -0.1 0.1 0.0 -0.06
H -1.171018 -1.558979 11.414731 0.0 0.0 0.0 0.04
H -0.936569 -1.089639 9.990166 0.0 0.0 0.0 0.01
O -5.307252 -5.863307 -2.838960 0.1 0.0 0.0 -0.07
H -5.603884 -4.951915 -2.945489 -0.1 0.0 0.0 -0.01
H -4.945125 -6.081627 -3.705689 0.0 0.0 0.0 0.01
O 1.545482 0.839627 -8.848480 0.1 0.4 0.0 -0.04
H 1.142098 0.943608 -7.979106 0.0 -0.1 -0.1 0.00
H 0.971141 1.333256 -9.444035 -0.1 -0.2 0.0 0.05
O -6.850538 -2.228984 1.304543 0.0 0.0 -0.1 -0.05
H -5.997748 -2.368253 0.876886 0.1 0.0 0.1 0.01
H -7.468653 -2.084123 0.582693 0.0 0.0 0.0 0.03
O 1.707391 5.388554 -4.770384 0.0 0.0 0.0 -0.05
H 1.609158 4.505187 -4.403934 0.0 0.0 0.0 0.00
H 1.750868 5.252638 -5.722358 0.0 0.0 0.0 0.04
O 3.287078 3.524985 -9.526332 0.0 0.1 -0.1 -0.05
H 3.267653 3.402291 -10.480908 0.0 0.0 0.0 0.05
H 2.718836 2.826624 -9.178937 0.1 -0.2 0.1 0.01
O 6.440157 3.415172 -8.844397 0.0 0.0 -0.1 -0.07
H 6.878543 3.936131 -9.523122 0.0 0.0 0.0 0.03
H 5.514325 3.383788 -9.115822 -0.1 0.0 0.1 -0.01
O 4.977469 2.644649 2.742699 0.2 0.2 0.0 -0.05
H 4.894225 3.600625 2.663427 0.0 0.0 -0.1 0.05
H 5.796101 2.522428 3.234701 0.0 0.0 0.0 0.05
O -3.549645 -5.488049 -5.809151 0.0 0.0 0.0 -0.05
H -3.460940 -4.548734 -6.006166 0.0 0.0 0.1 0.01
H -2.687133 -5.728187 -5.455372 0.0 -0.1 0.0 0.04
```
Positions in Å, forces in eV/Å.

Values from the calculation:
HOMO level	-9.21	eV
LUMO	-0.510	eV
HOMO-LUMO gap	8.697	eV
relative energy (zero: lowest compared OMol25 entry of this formula, charge and spin)	0.0	kcal/mol
2S+1	1